Formula: C57H51N9O19
Source: the Open Molecules 2025 dataset
Level of theory: ωB97M-V/def2-TZVPD

Calculated values
HOMO-LUMO gap ... 0.3108 Eh
SMILES ... O=[N+]([O-])c1ccccc1.O=[N+]([O-])c1ccccc1.O=[N+]([O-])c1ccccc1.O=[N+]([O-])c1ccccc1.O=[N+]([O-])c1ccccc1.O=[N+]([O-])c1ccccc1.O=[N+]([O-])c1ccccc1.O=[N+]([O-])c1ccccc1.O=[N+]([O-])c1ccccc1.CC(C)=O
HOMO ... -0.344 Eh

Each line ends with the Löwdin charge.
Geometry (Å):
O (1.3331, 2.4889, 1.3315)  0.083
N (1.5204, 2.1771, 0.1758)  -0.338
O (2.4581, 2.5632, -0.4923)  0.060
C (0.5123, 1.3568, -0.4818)  -0.145
C (0.8765, 0.6408, -1.5987)  -0.040
C (-0.0461, -0.1389, -2.2812)  -0.094
C (-1.3587, -0.1449, -1.8468)  -0.053
C (-1.7330, 0.5794, -0.7035)  -0.046
C (-0.7902, 1.2646, 0.0318)  0.010
H (1.8500, 0.7124, -2.0677)  0.113
H (0.2300, -0.5973, -3.2204)  0.096
H (-2.1122, -0.6347, -2.4516)  0.063
H (-2.7279, 0.3910, -0.3188)  0.084
H (-1.0072, 1.8932, 0.8833)  0.102
O (5.2197, 9.1393, -0.1070)  0.082
N (6.2902, 8.5755, -0.0906)  -0.363
O (7.3279, 9.1474, 0.1544)  0.083
C (6.2743, 7.1496, -0.3397)  -0.156
C (5.1460, 6.3842, -0.4311)  -0.014
C (5.0881, 4.9961, -0.3541)  -0.038
C (6.3126, 4.3486, -0.2222)  -0.063
C (7.5138, 5.0657, -0.3168)  -0.070
C (7.4813, 6.4447, -0.2647)  -0.012
H (4.2500, 7.0060, -0.3931)  0.124
H (4.1301, 4.5042, -0.2883)  0.090
H (6.3663, 3.2701, -0.3264)  0.101
H (8.4435, 4.5220, -0.2325)  0.104
H (8.4349, 6.9340, -0.1026)  0.116
O (8.1439, -1.8489, -3.3480)  0.082
N (7.0544, -1.3314, -3.2923)  -0.359
O (6.3520, -1.1121, -4.2611)  0.072
C (6.5094, -0.9600, -1.9745)  -0.145
C (5.1578, -0.6227, -1.8558)  0.001
C (4.6238, -0.3525, -0.6102)  -0.047
C (5.4723, -0.4877, 0.5051)  -0.061
C (6.8212, -0.7770, 0.3791)  -0.067
C (7.2993, -1.1419, -0.8647)  -0.013
H (4.5269, -0.6023, -2.7340)  0.114
H (3.5825, -0.1431, -0.4175)  0.089
H (5.0950, -0.4310, 1.5194)  0.104
H (7.3938, -0.9626, 1.2773)  0.109
H (8.3418, -1.3814, -1.0376)  0.121
O (3.1105, 1.8139, 3.4259)  0.097
N (2.4565, 0.9282, 3.9216)  -0.349
O (1.5601, 0.3162, 3.3988)  0.084
C (2.7529, 0.5804, 5.3220)  -0.148
C (1.7479, 0.1687, 6.1665)  0.000
C (2.0799, -0.3719, 7.4147)  -0.057
C (3.4148, -0.4315, 7.8187)  -0.066
C (4.4362, -0.0790, 6.9192)  -0.063
C (4.0777, 0.4280, 5.6864)  -0.022
H (0.7162, 0.1021, 5.8468)  0.119
H (1.3151, -0.7414, 8.0813)  0.106
H (3.6977, -0.8451, 8.7770)  0.102
H (5.4807, -0.2209, 7.1521)  0.106
H (4.8651, 0.7612, 5.0210)  0.119
O (-3.7204, -3.9055, -1.7978)  0.075
N (-2.7985, -4.6295, -1.5438)  -0.356
O (-2.8462, -5.4895, -0.6979)  0.088
C (-1.6013, -4.4939, -2.3597)  -0.148
C (-0.5535, -5.3836, -2.2661)  -0.010
C (0.5084, -5.2857, -3.1485)  -0.069
C (0.5027, -4.2779, -4.1103)  -0.066
C (-0.4947, -3.3074, -4.1247)  -0.060
C (-1.6028, -3.4869, -3.3089)  0.002
H (-0.6386, -6.2688, -1.6472)  0.124
H (1.4258, -5.8466, -3.0350)  0.109
H (1.2878, -4.3458, -4.8542)  0.109
H (-0.4754, -2.4979, -4.8404)  0.109
H (-2.4426, -2.8075, -3.3747)  0.096
O (-4.4075, -0.2462, 1.4287)  0.038
N (-3.9003, -1.3522, 1.3497)  -0.283
O (-3.0884, -1.6659, 0.4950)  0.063
C (-4.3424, -2.3940, 2.2823)  -0.126
C (-5.5299, -2.2999, 2.9713)  0.009
C (-5.8711, -3.3161, 3.8717)  -0.065
C (-5.1125, -4.4652, 3.9631)  -0.059
C (-3.8909, -4.5271, 3.2731)  -0.052
C (-3.4961, -3.4953, 2.4540)  -0.007
H (-6.2281, -1.4761, 2.9393)  0.122
H (-6.7615, -3.2036, 4.4751)  0.108
H (-5.3126, -5.3046, 4.6148)  0.107
H (-3.3371, -5.4560, 3.2927)  0.112
H (-2.4999, -3.4910, 2.0345)  0.104
O (-1.9601, 6.4313, 3.4966)  0.076
N (-3.1249, 6.2315, 3.2057)  -0.355
O (-3.9767, 7.0987, 3.1415)  0.074
C (-3.5055, 4.8504, 2.9253)  -0.150
C (-4.8012, 4.5716, 2.5741)  -0.011
C (-5.2106, 3.2521, 2.3433)  -0.053
C (-4.2724, 2.2300, 2.3719)  -0.057
C (-2.9527, 2.5081, 2.7587)  -0.059
C (-2.5730, 3.8057, 2.9732)  0.000
H (-5.6132, 5.2857, 2.5860)  0.117
H (-6.2666, 3.0222, 2.3675)  0.105
H (-4.6275, 1.2107, 2.2843)  0.062
H (-2.3245, 1.6300, 2.7991)  0.082
H (-1.5556, 4.0151, 3.2794)  0.120
O (-3.6442, -0.7018, -3.6171)  0.013
N (-4.7195, -0.9823, -3.0743)  -0.315
O (-4.9720, -0.7018, -1.9309)  0.121
C (-5.6620, -1.7079, -3.9135)  -0.145
C (-6.5834, -2.5955, -3.3052)  0.013
C (-7.5264, -3.1453, -4.1477)  -0.066
C (-7.5592, -2.8695, -5.5131)  -0.079
C (-6.6694, -2.0100, -6.0923)  -0.061
C (-5.6507, -1.5151, -5.2819)  -0.001
H (-6.5551, -2.6870, -2.2294)  0.119
H (-8.2663, -3.7976, -3.7012)  0.110
H (-8.3367, -3.2932, -6.1382)  0.111
H (-6.6695, -1.7996, -7.1517)  0.112
H (-4.7918, -0.9538, -5.6299)  0.118
O (-1.2331, -0.4857, 2.7732)  0.075
N (-0.8698, -1.5585, 3.1955)  -0.335
O (-1.2339, -2.0281, 4.2657)  0.068
C (-0.0321, -2.4374, 2.3821)  -0.165
C (0.6195, -3.5177, 2.9583)  0.002
C (1.5235, -4.2507, 2.2009)  -0.061
C (1.6881, -3.9416, 0.8528)  -0.074
C (0.9858, -2.9104, 0.2425)  -0.048
C (0.0675, -2.2215, 1.0181)  0.003
H (0.5307, -3.7724, 4.0051)  0.120
H (2.1961, -5.0066, 2.5797)  0.107
H (2.4179, -4.5238, 0.3013)  0.106
H (1.0482, -2.7494, -0.8248)  0.102
H (-0.4096, -1.3384, 0.6040)  0.095
C (-0.7291, 2.6149, -6.6978)  -0.021
C (-0.8330, 3.2541, -5.3192)  -0.497
C (-0.1135, 2.6202, -4.1413)  -0.015
O (-1.4662, 4.2651, -5.1561)  0.070
H (-1.5278, 1.8909, -6.8423)  0.082
H (0.2752, 2.2467, -6.8988)  0.078
H (-0.8990, 3.4502, -7.3786)  0.080
H (-0.5257, 2.9638, -3.1984)  0.088
H (0.9309, 2.9339, -4.2184)  0.097
H (-0.1823, 1.5462, -4.3021)  0.062

Forces on the atoms, in the same order (eV/Å):
O -0.1532 -0.0190 -0.1055
N -0.5196 0.6215 0.5000
O 0.5429 -0.1158 -0.3334
C -0.5703 -0.9626 -0.0790
C 0.6254 -0.2137 -0.9059
C -0.4608 0.5714 0.3449
C 0.0319 0.1941 0.0262
C -0.0066 -1.1151 0.0684
C 0.8481 1.1128 -0.4462
H 0.2046 0.2524 0.4884
H 0.0977 -0.2375 0.1089
H 0.1957 -0.0070 0.4978
H 0.0151 0.6889 -0.1669
H -0.2611 -0.3269 0.1924
O -0.7266 0.1317 -0.1399
N -0.7200 0.6566 -0.0455
O 0.6771 -0.4134 -0.0704
C 2.4031 -2.2873 0.3854
C -2.3152 1.4798 0.5415
C 1.0332 0.7544 0.4073
C 0.0774 -0.3395 -1.7529
C -1.0342 -0.2134 0.9316
C 0.9621 0.4605 0.0029
H -0.2118 -0.5395 -0.2542
H 0.0428 -0.1896 -0.1762
H -0.1268 -0.0632 0.5687
H 0.1243 0.1439 -0.1458
H -0.2235 0.3619 -0.2402
O 0.4188 -0.0751 0.1968
N -0.6018 0.1299 -0.2774
O -0.0618 0.0752 0.0127
C -0.8792 -0.5152 0.3198
C -0.1150 0.2469 -0.4801
C 0.9877 -0.5881 1.0328
C -0.2318 0.2562 0.0853
C -0.7474 -1.1262 0.0486
C 1.2574 1.1264 -0.4075
H 0.1440 0.0915 -0.0817
H -0.0924 0.0758 -0.3678
H -0.2888 0.3738 -0.1296
H 0.2307 0.2507 -0.0897
H -0.0937 -0.2812 0.1803
O 0.3857 -0.0452 -0.3206
N 0.0552 0.6165 1.0826
O -0.4829 -0.4381 -0.6020
C 0.2947 -0.7745 0.2700
C -0.4765 -0.9445 0.4099
C 0.6744 0.6183 -0.0260
C 0.3922 -0.3056 -0.6919
C -1.0738 -0.0203 0.3876
C 0.7764 0.6828 -0.2925
H 0.0260 0.3260 -0.1554
H -0.1518 0.0941 -0.0534
H -0.1767 0.0011 0.0873
H 0.0086 0.0906 0.1590
H -0.1535 -0.1067 -0.2084
O -1.0032 1.0375 -0.2757
N -0.0166 -0.6344 0.0068
O 0.5116 -0.5665 0.5678
C 0.2775 0.2383 -0.8221
C -0.0494 -1.0914 0.1527
C 0.0681 1.0224 0.0277
C 0.3031 -0.1330 0.1699
C -0.2333 -0.8620 -0.4028
C 0.2490 0.8426 0.2672
H 0.0796 0.3636 0.4554
H -0.3550 -0.6179 -0.1227
H 0.0808 0.6064 0.0506
H -0.0412 -0.0263 -0.0810
H 0.0938 -0.0606 0.0575
O 0.0699 -1.2631 -0.4693
N -0.2313 -0.2345 -0.6015
O -0.2100 -0.1471 0.5782
C 0.5822 -0.5514 0.1957
C -0.4489 -0.0975 0.8827
C -0.1962 -0.1329 -0.2410
C 1.3058 0.1010 -0.1366
C -0.9012 -0.3836 -0.2098
C 0.0835 0.4824 0.0850
H 0.3639 0.2914 -0.4573
H -0.0840 -0.0085 -0.1055
H -0.5158 0.1637 0.0698
H 0.3312 0.1963 0.2276
H -0.2047 -0.1166 -0.4205
O -0.0747 0.0300 0.0013
N 0.4208 0.2441 0.1439
O 0.0452 -0.2753 -0.0276
C -0.0503 -0.8973 -0.7246
C -1.5079 -0.4867 0.1835
C 0.8639 0.2240 0.5862
C -0.6748 0.4938 1.0850
C -1.2188 -0.7311 -1.1829
C 0.8482 0.7644 0.7849
H 0.4577 0.4966 0.0369
H -0.0578 0.0583 -0.6308
H 0.3078 0.8526 0.2107
H 0.5878 0.3673 0.2986
H -0.0279 0.1617 -0.0896
O -0.8139 -0.0178 -0.0900
N 1.5266 -0.0223 -0.6353
O -0.5337 -0.2167 0.0323
C -1.5217 -1.3492 0.4144
C 0.7140 1.7563 -0.7089
C -0.2000 -0.5428 0.5227
C -0.9917 -0.1723 0.0398
C 1.3269 -0.0683 0.3022
C 0.7214 0.7878 0.2775
H -0.1537 -0.3285 -0.0134
H -0.0348 -0.0813 -0.1947
H -0.0404 -0.1164 0.1880
H -0.0616 -0.0004 -0.0028
H -0.3532 0.2322 -0.4146
O 0.2365 0.0857 -0.3897
N -0.7830 -0.8363 0.6629
O 0.2772 0.3043 0.0036
C 0.3212 -0.6737 -0.7579
C 0.6705 -0.2875 0.7317
C -0.0485 0.5721 -0.8988
C 0.3893 -0.1101 -0.1155
C -0.6099 -1.0550 0.4317
C 0.4679 1.7867 -0.1375
H -0.2405 0.3233 0.0563
H -0.4133 -0.1340 0.5058
H -0.0511 0.1037 -0.1579
H 0.1166 0.2432 0.0214
H -0.2888 -0.2482 -0.0027
C 0.1498 1.1771 0.1420
C 0.0887 0.0117 0.6160
C -0.0897 0.0018 -1.1694
O -0.3187 0.3024 -0.2143
H 0.2116 -0.2907 0.0293
H -0.1345 -0.4906 0.0912
H -0.1357 -0.1853 -0.1716
H -0.0914 -0.1367 0.0174
H 0.0882 -0.1812 0.1088
H 0.1991 -0.0860 0.4639


Formula: C14H24NO2PRu
Source: the Open Molecules 2025 dataset
Level of theory: ωB97M-V/def2-TZVPD

Calculated values
HOMO-LUMO gap (alpha / beta) ... 0.2697 / 0.2277 Eh
Net charge ... +2
2S+1 ... 5
HOMO (alpha / beta) ... -0.574 / -0.574 Eh

Each line ends with the Mulliken spin population.
Geometry (Å):
C (-1.6884, 3.4901, -0.0805)  0.036
C (-1.5160, 2.7746, 1.1046)  -0.004
C (-0.8142, 1.5325, 1.1516)  0.050
C (-0.0974, 1.1062, -0.0073)  -0.091
C (-0.3156, 1.8369, -1.1846)  0.057
C (-1.0677, 3.0298, -1.2368)  -0.021
C (-0.7239, 0.8941, 2.5218)  0.088
C (-1.1196, -0.6082, 2.8438)  0.000
N (-1.4102, -1.5502, 1.8108)  0.733
Ru (1.8390, 0.0245, -0.2764)  2.697
C (0.3648, 1.3567, -2.4340)  -0.029
P (0.7872, -0.4234, -2.1149)  -0.026
H (-1.8804, 3.2028, 2.0462)  0.001
H (-1.0741, 3.5646, -2.1947)  0.000
H (-2.2611, 4.4287, -0.0988)  0.001
H (1.3754, 1.7880, -2.5830)  0.026
H (-0.2747, 1.4365, -3.3254)  0.022
H (0.3076, 1.0680, 2.8912)  -0.002
H (-1.3849, 1.5060, 3.1682)  -0.003
H (-0.2666, -1.0102, 3.4351)  0.003
C (2.0808, -1.0170, -3.1981)  0.024
C (-0.7022, -1.2849, -2.6727)  -0.002
H (-1.9524, -0.5761, 3.5781)  0.063
C (-2.3860, -1.3182, 0.7818)  -0.003
C (-0.6290, -2.7662, 1.7148)  -0.010
H (3.2507, 1.0020, -0.6131)  -0.015
H (-3.3808, -1.6672, 1.0858)  0.041
H (-2.4795, -0.2673, 0.4497)  0.023
H (-2.1014, -1.8414, -0.1438)  0.011
H (-1.1896, -3.6009, 2.1351)  0.041
H (-0.3365, -3.0239, 0.6765)  0.024
H (0.3514, -2.6947, 2.2351)  0.008
H (-0.7885, -1.1793, -3.7632)  -0.002
H (-0.4651, -2.3117, -2.3800)  0.000
H (-1.6570, -0.9684, -2.2352)  0.001
H (1.9393, -0.5318, -4.1610)  0.003
H (3.0819, -0.8081, -2.7964)  0.004
H (1.9231, -2.1025, -3.2624)  -0.001
H (3.4509, 0.3432, -0.9926)  0.081
O (4.2604, -0.7859, 1.1883)  0.058
C (3.3296, -0.7123, 2.0248)  0.009
O (2.0883, -0.4515, 1.8101)  0.099
H (3.5327, -0.8837, 3.1014)  0.006

Forces on the atoms, in the same order (eV/Å):
C 0.3423 0.2858 -0.2635
C 0.3176 -0.9051 -0.1295
C 0.3695 0.3057 0.1231
C 0.0172 0.2235 -0.3727
C 0.1268 0.6768 -0.2931
C 0.2924 -0.7096 0.0134
C -0.1630 0.6822 0.4411
C 1.0944 0.3263 1.4424
N 0.7023 0.1631 -0.8229
Ru -2.1574 0.4186 6.0531
C 1.0472 -0.6209 -0.1943
P -1.8528 1.2187 -2.8201
H -0.1195 -0.3949 -0.4367
H -0.3323 -0.1174 0.5188
H 0.3440 -0.5110 0.1070
H -0.7369 0.4902 -0.2858
H 0.4487 0.0963 0.0855
H -0.5235 -0.4863 -0.1569
H 0.4789 -0.4360 -0.2751
H -0.6501 0.0775 -0.5470
C 0.0384 -0.4600 -0.0269
C 0.1420 -0.6292 0.6941
H -0.0417 -0.0741 -0.6444
C -0.3771 0.4270 -1.2076
C 1.4952 -0.2869 -0.1269
H 0.7527 0.7618 -0.2235
H 0.0999 -0.0363 0.1621
H 0.1335 -0.2404 0.8687
H -0.0847 -0.2602 0.6038
H -0.1801 -0.1227 0.0288
H -0.7471 0.2963 0.3310
H -0.9229 0.2628 0.0709
H 0.2966 -0.1458 0.2502
H -0.6262 -0.2793 -0.4461
H 0.4784 0.0908 0.1102
H 0.1811 -0.1873 -0.2866
H -0.3158 -0.1261 -0.3461
H 0.3215 0.2152 -0.3142
H 0.8022 -0.0412 -0.6063
O -2.7871 0.3455 0.8456
C 2.7793 -0.5949 0.1294
O -0.6630 0.2636 -1.7303
H 0.1787 0.0381 -0.3228


Formula: C4H5NO2
Source: the Open Molecules 2025 dataset
Level of theory: ωB97M-V/def2-TZVPD

Calculated values
HOMO-LUMO gap ... 0.3683 Eh
SMILES ... O=C1NO[C@H]2C[C@@H]12
Energy relative to the best compared isomer or geometry (same formula, charge and spin) ... 4.0410 eV
HOMO ... -0.336 Eh

Each line ends with the Löwdin charge.
Geometry (Å):
O (-2.5422, -0.2912, -0.0028)  0.091
C (-1.3912, 0.0696, -0.0362)  -0.346
N (-0.8359, 1.4416, 0.2725)  0.094
O (0.5770, 1.5940, -0.0751)  -0.066
C (0.9978, 0.2315, -0.4443)  -0.217
C (0.8951, -0.8716, 0.6436)  -0.050
C (-0.1400, -0.7236, -0.4444)  -0.161
H (-1.3982, 2.2048, 0.1235)  0.093
H (1.7050, 0.2124, -1.1921)  0.114
H (1.5423, -1.8514, 0.4213)  0.147
H (0.9989, -0.3619, 1.6836)  0.149
H (-0.4086, -1.6541, -0.9497)  0.152

Forces on the atoms, in the same order (eV/Å):
O 1.1727 0.8438 0.1820
C 1.8428 1.8932 -0.3489
N 0.8358 -5.1364 0.4648
O -1.5249 -2.0709 -0.3226
C -1.4452 -0.5154 1.3214
C 2.8977 0.2360 0.2898
C -2.6153 0.3404 1.8903
H -1.0245 2.3742 -0.7093
H 1.5348 0.2918 -1.3503
H -1.2148 2.5690 0.8617
H -1.0184 -1.4875 -1.7636
H 0.5596 0.6619 -0.5153


Number 1: total energy -4124.12265 a.u.. Number 2: total energy -1188.52991 a.u.. Number 3: total energy -360.52092 a.u..